Run P
DFT (ωB97M-V with the def2-TZVPD basis set) results for a cluster of 2 separate species, C2H9NS2 in total.

Atoms and positions in Å:
C (-1.014, -1.653, 0.026)
C (-0.474, -0.419, -0.638)
N (0.525, -0.685, -1.639)
H (-1.483, -2.288, -0.793)
H (-1.809, -1.372, 0.785)
H (-0.183, -2.244, 0.543)
H (0.155, 0.038, 0.181)
H (-1.281, 0.187, -1.053)
H (1.423, -0.386, -1.277)
H (0.454, -0.101, -2.477)
S (0.424, 1.745, 2.574)
S (0.355, 2.920, 0.761)
H (1.288, 0.836, 2.104)
H (1.619, 3.420, 0.903)

Frontier orbital gap = 8.995 eV
E_LUMO = -0.1 eV

Run Q
DFT (ωB97M-V with the def2-TZVPD basis set) results for a cluster of 2 separate species, C2H9NS2 in total.

Atoms and positions in Å:
C (1.456, 2.964, 0.644)
S (-0.356, 3.078, 0.467)
S (-0.962, 2.605, 2.392)
H (1.745, 3.828, 1.221)
H (1.809, 2.939, -0.376)
H (1.731, 2.047, 1.146)
H (-1.264, 1.348, 2.072)
C (-0.490, -2.882, -0.566)
N (-0.514, -2.199, -1.831)
H (-1.396, -3.451, -0.312)
H (-0.321, -2.189, 0.244)
H (0.292, -3.644, -0.512)
H (-0.444, -2.867, -2.594)
H (-1.286, -1.576, -1.997)

Frontier orbital gap = 9.621 eV
E_LUMO = 0.6 eV

The data favor run Q; the next most stable structure lies 0.0144 hartree above it.

Run P
DFT (ωB97M-V with the def2-TZVPD basis set) results for the ion C6H10NO with charge +1.

Atoms and positions in Å:
C (2.098, -0.537, 0.961)
C (0.984, -0.596, 0.200)
C (0.262, -1.729, -0.438)
C (-1.013, -1.428, -0.554)
C (-1.378, 0.029, -0.175)
O (-2.242, 0.364, 0.864)
N (0.001, 0.549, 0.244)
C (0.505, 1.738, -0.623)
H (2.223, 0.214, 1.644)
H (2.756, -1.407, 1.116)
H (0.581, -2.719, -0.964)
H (-1.921, -1.978, -0.742)
H (-1.727, 0.500, -1.117)
H (-3.124, 0.103, 0.721)
H (0.038, 0.747, 1.332)
H (0.076, 2.584, -0.155)
H (1.658, 1.842, -0.612)
H (0.222, 1.724, -1.701)

Net charge = +1
Frontier orbital gap = 10.017 eV
E_LUMO = -3.8 eV

Run Q
DFT (ωB97M-V with the def2-TZVPD basis set) results for the ion C6H10NO with charge +1.

Atoms and positions in Å:
C (-1.190, 0.821, 0.872)
C (-0.565, -0.395, 0.334)
C (1.622, 1.557, 0.714)
C (0.697, -0.180, -0.669)
C (-1.923, 0.015, 0.112)
C (1.696, -1.298, -0.510)
N (-3.067, -0.228, -0.438)
O (1.281, 1.081, -0.394)
H (-0.946, 1.596, 1.552)
H (-0.521, -1.299, 0.825)
H (1.868, 2.553, 0.663)
H (1.771, 0.993, 1.700)
H (0.475, -0.036, -1.765)
H (2.225, -1.358, 0.520)
H (2.465, -1.104, -1.230)
H (1.054, -2.267, -0.550)
H (-3.864, 0.361, -0.386)
H (-3.078, -0.812, -1.351)

Net charge = +1
Frontier orbital gap = 6.388 eV
E_LUMO = -5.7 eV

The data favor run P; the next most stable structure lies 0.0989 hartree above it.

Run P
DFT (ωB97M-V with the def2-TZVPD basis set) results for the ion C6H10NO with charge +1.

Atoms and positions in Å:
C (2.131, 0.460, 0.659)
C (0.483, -0.848, 0.093)
C (-0.419, -1.957, -0.046)
C (-0.872, 0.869, 0.981)
C (-0.490, 0.884, -1.574)
C (0.213, 0.565, -0.254)
N (1.384, 1.327, 0.202)
O (1.661, -0.914, 0.556)
H (3.050, 0.560, 1.246)
H (-1.126, -2.054, 0.779)
H (0.270, -2.788, 0.017)
H (-0.844, -1.871, -0.954)
H (-0.902, 1.892, 1.153)
H (-1.849, 0.268, 0.808)
H (-0.563, 0.604, 2.008)
H (-1.115, 1.780, -1.451)
H (-1.167, 0.026, -1.807)
H (0.155, 1.196, -2.415)

Net charge = +1
Frontier orbital gap = 11.037 eV
E_LUMO = -5.1 eV

Run Q
DFT (ωB97M-V with the def2-TZVPD basis set) results for a structure of composition C6H10NO.

Atoms and positions in Å:
O (-2.492, -1.319, -0.658)
C (-2.574, -0.238, 0.305)
C (-1.716, 0.837, 0.418)
C (-0.751, 0.782, -0.690)
C (0.730, 0.109, -0.525)
C (1.777, 0.848, -1.067)
C (1.874, -1.134, 1.153)
N (0.647, -0.865, 0.323)
H (-3.138, -0.550, 1.111)
H (-1.609, -1.036, 0.003)
H (-1.904, 1.863, 0.623)
H (-0.482, 1.801, -0.919)
H (-1.137, 0.188, -1.633)
H (1.432, 1.564, -1.791)
H (2.897, 0.787, -0.754)
H (2.658, -0.291, 1.093)
H (1.438, -1.249, 2.214)
H (2.350, -2.098, 0.793)

Net charge = +1
Frontier orbital gap = 4.570 eV
E_LUMO = -8.5 eV

The data favor run P; the next most stable structure lies 0.2649 hartree above it.

Run P
DFT (ωB97M-V with the def2-TZVPD basis set) results for an isolated molecule of C5H8N2S.

Atoms and positions in Å:
C (1.796, -1.402, 0.444)
C (1.545, -0.727, -0.668)
C (0.776, -0.028, -1.767)
C (1.536, 0.527, -2.907)
N (0.056, 1.074, -1.005)
N (-0.915, 0.388, -0.098)
C (-0.660, -0.010, 1.225)
S (-1.867, -0.130, 2.419)
H (2.072, -1.852, 1.424)
H (-0.178, -0.595, -2.115)
H (2.349, 1.291, -2.634)
H (0.783, 1.143, -3.497)
H (1.715, -0.415, -3.431)
H (0.712, 1.363, -0.036)
H (-1.853, 0.633, -0.214)
H (0.321, 0.119, 1.560)

Frontier orbital gap = 8.751 eV
E_LUMO = 0.2 eV

Run Q
DFT (ωB97M-V with the def2-TZVPD basis set) results for an isolated molecule of C5H8N2S.

Atoms and positions in Å:
S (3.093, -0.780, 0.754)
N (1.515, -0.952, 1.219)
C (0.505, -0.418, 0.575)
C (-0.979, -0.665, 0.728)
N (-1.669, 0.228, -0.273)
C (-0.630, -0.061, -1.449)
C (0.357, 0.604, -0.665)
C (-0.854, 1.393, -0.009)
H (3.422, -1.699, 1.566)
H (-1.150, -0.466, 1.688)
H (-1.168, -1.791, 0.654)
H (-0.611, -1.096, -1.803)
H (-1.053, 0.472, -2.294)
H (1.176, 1.159, -0.951)
H (-1.071, 2.266, -0.779)
H (-0.884, 1.807, 1.039)

Frontier orbital gap = 9.537 eV
E_LUMO = 0.9 eV

Run R
DFT (ωB97M-V with the def2-TZVPD basis set) results for an isolated molecule of C5H8N2S.

Atoms and positions in Å:
C (1.835, -0.296, 0.698)
C (1.155, -0.488, -0.641)
C (-0.307, -0.530, -0.840)
C (-1.234, 0.036, 0.207)
S (-3.008, -0.012, -0.233)
C (-0.742, 1.462, 0.228)
N (0.205, 1.728, -0.586)
N (0.485, 0.594, -1.390)
H (1.993, -1.258, 1.150)
H (2.834, 0.157, 0.565)
H (1.280, 0.353, 1.402)
H (1.738, -1.115, -1.293)
H (-0.727, -1.209, -1.600)
H (-1.104, -0.404, 1.202)
H (-3.247, -1.256, 0.223)
H (-1.157, 2.237, 0.908)

Frontier orbital gap = 9.781 eV
E_LUMO = 0.6 eV

The data favor run R; the next most stable structure lies 0.0615 hartree above it.